# 1
Molecular formula: C20H23Cl4N2O2P
Method: DFT, ωB97M-V/def2-TZVPD

- Maximum force: 2.76 eV Å⁻¹
- 2S+1: 1
- E: -3217.9589 a.u.
- LUMO energy: -1.97 eV
- HOMO level: -6.234 eV
- ΔE to the lowest compared entry with this formula, charge and spin: 15.8 kcal/mol
- Frontier orbital gap: 0.157 Eh

Bonds (Å) are listed after each position.
Element x y z (Å)
1 Cl 8.81 0.47 0.30  C2 1.795
2 C 7.67 1.61 -0.49  Cl1 1.795, C3 1.474, C11 1.500, H19 1.047
3 C 7.86 1.74 -1.95  C2 1.474, Cl4 1.699, C5 1.399
4 Cl 8.45 0.41 -2.82  C3 1.699
5 C 7.35 2.83 -2.67  C3 1.399, O6 1.235, C7 1.554
6 O 6.99 2.73 -3.84  C5 1.235
7 C 7.20 4.18 -1.91  C5 1.554, O8 1.238, C9 1.479
8 O 7.25 5.26 -2.51  C7 1.238
9 C 7.10 4.05 -0.44  C7 1.479, Cl10 1.697, C11 1.385
10 Cl 6.45 5.39 0.37  C9 1.697
11 C 7.52 2.91 0.24  C2 1.500, C9 1.385, Cl12 1.707
12 Cl 7.60 2.93 1.94  C11 1.707
13 C 3.87 2.83 2.35  C14 1.520, H31 1.091, H32 1.102, H33 1.110
14 C 3.85 1.32 2.29  C13 1.520, C15 1.522, C16 1.525, N17 1.465
15 C 5.00 0.76 3.12  C14 1.522, H34 1.090, H35 1.110, H36 1.093
16 C 2.55 0.78 2.88  C14 1.525, H37 1.103, H38 1.096, H39 1.101
17 N 4.01 0.85 0.91  C14 1.465, P18 1.667, C26 1.418
18 P 5.06 -0.38 0.51  N17 1.667, N20 1.662
19 H 6.73 1.18 -0.34  C2 1.047
20 N 4.50 -0.50 -1.05  P18 1.662, C21 1.460, C25 1.417
21 C 4.88 -1.61 -1.92  N20 1.460, C22 1.517, C23 1.515, C24 1.512
22 C 3.76 -2.64 -1.98  C21 1.517, H40 1.097, H41 1.093, H42 1.098
23 C 6.12 -2.25 -1.34  C21 1.515, H43 1.104, H44 1.089, H45 1.088
24 C 5.18 -1.11 -3.32  C21 1.512, H46 1.102, H47 1.098, H48 1.085
25 C 3.34 0.29 -1.25  N20 1.417, C26 1.421, C30 1.393
26 C 3.05 1.09 -0.11  N17 1.418, C25 1.421, C27 1.390
27 C 1.91 1.88 -0.05  C26 1.390, C28 1.414, H49 1.108
28 C 1.04 1.89 -1.16  C27 1.414, C29 1.408, H50 1.097
29 C 1.31 1.10 -2.29  C28 1.408, C30 1.412, H51 1.102
30 C 2.46 0.27 -2.33  C25 1.393, C29 1.412, H52 1.098
31 H 3.01 3.29 1.85  C13 1.091
32 H 3.85 3.14 3.41  C13 1.102
33 H 4.80 3.23 1.89  C13 1.110
34 H 5.03 -0.33 3.11  C15 1.090
35 H 5.97 1.16 2.76  C15 1.110
36 H 4.88 1.10 4.15  C15 1.093
37 H 2.51 -0.32 2.79  C16 1.103
38 H 2.51 1.05 3.94  C16 1.096
39 H 1.66 1.21 2.39  C16 1.101
40 H 2.86 -2.26 -2.48  C22 1.097
41 H 4.11 -3.51 -2.54  C22 1.093
42 H 3.48 -2.97 -0.97  C22 1.098
43 H 6.97 -1.55 -1.33  C23 1.104
44 H 5.96 -2.64 -0.34  C23 1.089
45 H 6.41 -3.09 -1.98  C23 1.088
46 H 5.96 -0.34 -3.29  C24 1.102
47 H 5.56 -1.95 -3.92  C24 1.098
48 H 4.32 -0.70 -3.83  C24 1.085
49 H 1.65 2.43 0.88  C27 1.108
50 H 0.15 2.54 -1.13  C28 1.097
51 H 0.63 1.12 -3.15  C29 1.102
52 H 2.60 -0.41 -3.18  C30 1.098

=====

# 2
Molecular formula: C20H23ClN4O2S
Method: DFT, ωB97M-V/def2-TZVPD

- Maximum force: 1.49 eV Å⁻¹
- 2S+1: 1
- SMILES string: C=CCN(C(=O)c1csnn1)[C@H](C(=O)NC1CCCCC1)c1ccc(Cl)cc1
- E: -2003.8090 a.u.
- LUMO energy: -0.24 eV
- HOMO level: -9.157 eV
- Frontier orbital gap: 0.328 Eh

Bonds (Å) are listed after each position.
Element x y z (Å)
1 C -2.96 1.80 3.81  C2 1.320, H50 1.077, H51 1.078
2 C -3.04 1.96 2.50  C1 1.320, C3 1.499, H49 1.082
3 C -1.85 2.25 1.63  C2 1.499, N4 1.461, H47 1.093, H48 1.093
4 N -1.58 1.13 0.73  C3 1.461, C5 1.347, C13 1.457
5 C -1.98 1.25 -0.55  N4 1.347, O6 1.219, C7 1.495
6 O -2.61 2.21 -0.97  C5 1.219
7 C -1.59 0.18 -1.52  C5 1.495, C8 1.376, N11 1.346
8 C -2.45 -0.47 -2.38  C7 1.376, S9 1.703, H12 1.069
9 S -1.52 -1.46 -3.41  C8 1.703, N10 1.643
10 N -0.12 -0.96 -2.71  S9 1.643, N11 1.262
11 N -0.31 -0.13 -1.77  C7 1.346, N10 1.262
12 H -3.52 -0.41 -2.44  C8 1.069
13 C -0.98 -0.02 1.39  N4 1.457, C14 1.509, H25 1.101, C26 1.550
14 C -1.33 -1.34 0.74  C13 1.509, C15 1.393, C19 1.389
15 C -2.67 -1.67 0.61  C14 1.393, C16 1.381, H24 1.080
16 C -3.06 -2.85 0.01  C15 1.381, C17 1.387, H23 1.079
17 C -2.09 -3.72 -0.45  C16 1.387, C18 1.385, Cl22 1.728
18 C -0.74 -3.43 -0.29  C17 1.385, C19 1.384, H21 1.078
19 C -0.37 -2.24 0.31  C14 1.389, C18 1.384, H20 1.078
20 H 0.68 -2.02 0.43  C19 1.078
21 H 0.01 -4.12 -0.64  C18 1.078
22 Cl -2.56 -5.19 -1.24  C17 1.728
23 H -4.10 -3.10 -0.10  C16 1.079
24 H -3.43 -0.98 0.97  C15 1.080
25 H -1.42 -0.04 2.40  C13 1.101
26 C 0.53 0.22 1.63  C13 1.550, O27 1.215, N28 1.334
27 O 0.98 0.19 2.76  C26 1.215
28 N 1.24 0.50 0.54  C26 1.334, H29 1.017, C30 1.449
29 H 0.80 0.41 -0.38  N28 1.017
30 C 2.66 0.77 0.56  N28 1.449, C31 1.530, C35 1.533, H46 1.096
31 C 2.98 2.00 -0.29  C30 1.530, C32 1.527, H44 1.092, H45 1.092
32 C 2.80 1.73 -1.78  C31 1.527, C33 1.525, H42 1.092, H43 1.091
33 C 3.64 0.54 -2.21  C32 1.525, C34 1.525, H40 1.091, H41 1.093
34 C 3.27 -0.70 -1.41  C33 1.525, C35 1.526, H38 1.092, H39 1.091
35 C 3.46 -0.44 0.08  C30 1.533, C34 1.526, H36 1.092, H37 1.092
36 H 3.17 -1.32 0.66  C35 1.092
37 H 4.52 -0.25 0.28  C35 1.092
38 H 3.89 -1.54 -1.72  C34 1.092
39 H 2.23 -0.96 -1.62  C34 1.091
40 H 3.49 0.35 -3.28  C33 1.091
41 H 4.70 0.77 -2.06  C33 1.093
42 H 3.08 2.62 -2.34  C32 1.092
43 H 1.75 1.52 -2.00  C32 1.091
44 H 4.01 2.29 -0.10  C31 1.092
45 H 2.34 2.83 0.02  C31 1.092
46 H 2.90 0.97 1.61  C30 1.096
47 H -2.06 3.12 1.00  C3 1.093
48 H -0.96 2.43 2.23  C3 1.093
49 H -3.98 1.87 1.98  C2 1.082
50 H -3.83 1.59 4.41  C1 1.077
51 H -2.02 1.90 4.34  C1 1.078

=====

# 3
Molecular formula: C20H23ClO4S2
Method: DFT, ωB97M-V/def2-TZVPD

- Maximum force: 5.95 eV Å⁻¹
- 2S+1: 1
- SMILES string: CSc1ccc(Cc2cc([C@@H]3S[C@H](CO)[C@@H](O)[C@H](O)[C@H]3O)ccc2Cl)cc1
- E: -2333.3338 a.u.
- LUMO energy: 0.30 eV
- HOMO level: -8.361 eV
- ΔE to the lowest compared entry with this formula, charge and spin: 11.6 kcal/mol
- Frontier orbital gap: 0.318 Eh

Bonds (Å) are listed after each position.
Element x y z (Å)
1 Cl 4.46 1.17 0.19  C15 1.769
2 O -5.13 0.05 1.48  C22 1.434, H28 0.986
3 O -4.50 1.10 5.18  C24 1.482, H29 1.007
4 O -0.05 2.36 4.08  C26 1.403, H30 0.986
5 O -2.48 2.88 5.11  C27 1.438, H31 1.012
6 S -0.36 -1.31 -5.95  C16 1.787, C20 1.846
7 S -2.20 -0.41 1.93  C23 1.832, C25 1.815
8 C 2.81 0.37 2.16  C13 1.400, C15 1.391, H32 1.119
9 C 1.50 -0.28 -4.21  C11 1.404, C16 1.368, H33 1.067
10 C -0.83 -0.06 -3.42  C12 1.344, C16 1.519, H34 1.000
11 C 1.95 0.46 -3.11  C9 1.404, C17 1.412, H35 1.128
12 C -0.38 0.66 -2.38  C10 1.344, C17 1.390, H36 1.090
13 C 1.58 0.04 2.72  C8 1.400, C19 1.356, H37 1.068
14 C 0.36 0.97 0.92  C18 1.478, C19 1.396, H38 1.101
15 C 2.85 0.89 0.87  Cl1 1.769, C8 1.391, C18 1.401
16 C 0.17 -0.40 -4.51  S6 1.787, C9 1.368, C10 1.519
17 C 0.98 0.90 -2.19  C11 1.412, C12 1.390, C21 1.498
18 C 1.64 1.21 0.23  C14 1.478, C15 1.401, C21 1.503
19 C 0.39 0.42 2.20  C13 1.356, C14 1.396, C23 1.510
20 C 0.48 -2.96 -5.95  S6 1.846, H39 1.088, H40 1.043, H41 1.100
21 C 1.41 1.85 -1.11  C17 1.498, C18 1.503, H42 1.003, H43 1.062
22 C -4.73 -0.84 2.53  O2 1.434, C25 1.490, H44 1.081, H45 1.121
23 C -0.90 0.31 2.99  S7 1.832, C19 1.510, C26 1.551, H46 1.127
24 C -3.61 1.00 3.99  O3 1.482, C25 1.602, C27 1.512, H47 1.113
25 C -3.48 -0.39 3.22  S7 1.815, C22 1.490, C24 1.602, H48 1.077
26 C -1.19 1.71 3.59  O4 1.403, C23 1.551, C27 1.515, H49 1.057
27 C -2.33 1.55 4.58  O5 1.438, C24 1.512, C26 1.515, H50 1.145
28 H -4.38 0.13 0.84  O2 0.986
29 H -4.50 2.07 5.44  O3 1.007
30 H 0.59 2.44 3.34  O4 0.986
31 H -1.70 3.27 5.62  O5 1.012
32 H 3.78 0.15 2.67  C8 1.119
33 H 2.15 -0.62 -4.98  C9 1.067
34 H -1.81 -0.15 -3.59  C10 1.000
35 H 3.07 0.41 -2.99  C11 1.128
36 H -1.01 1.03 -1.57  C12 1.090
37 H 1.61 -0.64 3.55  C13 1.068
38 H -0.55 1.31 0.39  C14 1.101
39 H -0.05 -3.66 -5.32  C20 1.088
40 H 1.51 -2.93 -5.74  C20 1.043
41 H 0.19 -3.31 -6.96  C20 1.100
42 H 2.17 2.41 -1.44  C21 1.003
43 H 0.64 2.56 -1.01  C21 1.062
44 H -4.52 -1.78 2.06  C22 1.081
45 H -5.51 -1.02 3.32  C22 1.121
46 H -0.66 -0.39 3.84  C23 1.127
47 H -4.01 1.77 3.29  C24 1.113
48 H -3.16 -1.12 3.95  C25 1.077
49 H -1.49 2.44 2.89  C26 1.057
50 H -1.99 0.73 5.30  C27 1.145

=====

# 4
Molecular formula: C20H23N2O9S2
Method: DFT, ωB97M-V/def2-TZVPD

- Total charge: -1
- Maximum force: 1.83 eV Å⁻¹
- 2S+1: 1
- E: -2358.8383 a.u.
- LUMO energy: 0.11 eV
- HOMO level: -1.952 eV
- ΔE to the lowest compared entry with this formula, charge and spin: 0.0 kcal/mol
- Frontier orbital gap: 0.076 Eh

Bonds (Å) are listed after each position.
Element x y z (Å)
1 N -2.55 0.43 -1.72  C2 1.462, H14 1.019
2 C -3.68 1.03 -1.01  N1 1.462, C3 1.580, H15 1.129, H16 1.116
3 C -3.62 0.81 0.55  C2 1.580, C4 1.590, H17 1.104, H18 1.119
4 C -4.74 -0.20 1.07  C3 1.590, S5 1.850, H19 1.102, H20 1.112
5 S -4.01 -1.41 2.25  C4 1.850, C6 1.824
6 C -3.88 -3.07 1.52  S5 1.824, S7 1.670, N8 1.444
7 S -4.40 -4.34 2.47  C6 1.670
8 N -3.36 -3.41 0.21  C6 1.444, C9 1.461, C13 1.473
9 C -1.92 -3.19 0.09  N8 1.461, C10 1.573, H21 1.114, H22 1.107
10 C -1.50 -3.96 -1.21  C9 1.573, O11 1.420, H23 1.120, H24 1.101
11 O -2.14 -3.39 -2.34  C10 1.420, C12 1.413
12 C -3.54 -3.44 -2.22  O11 1.413, C13 1.566, H25 1.112, H26 1.117
13 C -4.06 -2.76 -0.90  N8 1.473, C12 1.566, H27 1.122, H28 1.107
14 H -1.77 0.42 -1.07  N1 1.019
15 H -3.67 2.14 -1.18  C2 1.129
16 H -4.64 0.60 -1.37  C2 1.116
17 H -2.64 0.42 0.85  C3 1.104
18 H -3.76 1.77 1.11  C3 1.119
19 H -5.29 -0.66 0.23  C4 1.102
20 H -5.47 0.44 1.62  C4 1.112
21 H -1.68 -2.12 -0.08  C9 1.114
22 H -1.32 -3.57 0.94  C9 1.107
23 H -1.88 -5.00 -1.06  C10 1.120
24 H -0.40 -3.99 -1.36  C10 1.101
25 H -3.94 -2.82 -3.05  C12 1.112
26 H -3.96 -4.46 -2.36  C12 1.117
27 H -3.79 -1.68 -1.00  C13 1.122
28 H -5.16 -2.87 -0.76  C13 1.107
29 C 1.89 0.09 1.20  C30 1.335, C35 1.462, H39 1.082
30 C 2.86 0.28 2.10  C29 1.335, C31 1.486, O38 1.354
31 C 2.67 -0.03 3.54  C30 1.486, O32 1.224, C33 1.460
32 O 3.60 0.14 4.31  C31 1.224
33 C 1.36 -0.54 3.96  C31 1.460, C34 1.340, H40 1.081
34 C 0.38 -0.72 3.06  C33 1.340, C35 1.486, O37 1.348
35 C 0.59 -0.44 1.62  C29 1.462, C34 1.486, O36 1.215
36 O -0.32 -0.64 0.84  C35 1.215
37 O -0.83 -1.19 3.44  C34 1.348, H41 0.985
38 O 4.07 0.77 1.74  C30 1.354, H42 0.973
39 H 2.02 0.31 0.15  C29 1.082
40 H 1.23 -0.75 5.01  C33 1.081
41 H -1.38 -1.24 2.62  O37 0.985
42 H 4.59 0.81 2.56  O38 0.973
43 C 3.81 3.25 -2.58  C44 1.335, C49 1.464, H53 1.082
44 C 4.31 4.45 -2.85  C43 1.335, C45 1.492, O52 1.347
45 C 5.55 4.96 -2.18  C44 1.492, O46 1.218, C47 1.462
46 O 5.98 6.06 -2.48  C45 1.218
47 C 6.19 4.10 -1.19  C45 1.462, C48 1.336, H54 1.081
48 C 5.69 2.89 -0.91  C47 1.336, C49 1.494, O51 1.342
49 C 4.47 2.38 -1.60  C43 1.464, C48 1.494, O50 1.213
50 O 4.06 1.27 -1.33  C49 1.213
51 O 6.26 2.09 0.00  C48 1.342, H55 0.976
52 O 3.73 5.28 -3.74  C44 1.347, H56 0.972
53 H 2.92 2.87 -3.06  C43 1.082
54 H 7.08 4.48 -0.70  C47 1.081
55 H 5.71 1.28 0.01  O51 0.976
56 H 4.29 6.07 -3.75  O52 0.972